(1)
# C48H51N4O

A cluster of 2 separate species, C48H51N4O in total at a distorted geometry (ωB97M-V/def2-TZVPD, the OMol25 dataset).

Energy relative to the best compared isomer or geometry (same formula, charge and spin)   33.7 kJ/mol
Kohn-Sham gap   2.75 eV
HOMO level   -7.62 eV
Charge   +1
Max |F|   3.3 eV/Å
2S+1   1

Geometry as XYZ:
```
104
C48H51N4O, DFT ωB97M-V/def2-TZVPD
O 0.00 -1.41 -1.80
N -4.03 5.13 2.83
N -1.93 -3.10 -0.26
N -0.25 -4.56 -0.27
N 1.53 4.61 -2.61
C 3.15 -5.49 -1.45
C 1.85 -5.02 -1.47
C 0.67 -6.21 1.93
C 5.14 6.33 -1.52
C 2.81 5.16 -2.44
C -0.76 6.73 2.12
C 0.34 -2.14 -0.85
C 1.40 -3.46 3.20
C 4.07 6.23 -0.66
C -4.06 -3.38 -2.19
C -0.79 4.53 1.10
C -5.30 1.39 -1.44
C 3.66 -6.17 -0.35
C 2.73 -3.74 3.45
C 1.13 6.05 0.69
C 3.90 5.29 -3.31
C -0.58 -3.23 -0.45
C -2.43 -4.35 0.09
C 1.60 5.45 -0.51
C -2.04 4.32 1.62
C 5.06 -6.66 -0.35
C 3.68 -3.48 2.48
C -4.62 -1.00 -1.77
C 1.02 -2.91 2.00
C -0.12 5.77 1.30
C 5.05 5.88 -2.84
C 1.97 -2.59 1.02
C -4.30 4.47 4.11
C -2.69 5.32 2.36
C -1.42 -5.24 0.05
C -4.42 0.22 -1.14
C 1.34 -4.32 -2.68
C 0.82 4.78 -1.45
C -5.18 5.24 1.92
C 1.59 -1.93 -0.21
C 1.53 -5.92 0.75
C 2.83 -6.38 0.73
C 3.32 -2.90 1.30
C 2.89 5.66 -1.12
C -1.51 -0.55 1.11
C -3.39 0.34 -0.23
C -2.58 -0.73 0.09
C 0.96 4.16 -3.88
C -3.81 -2.08 -1.49
C -2.01 6.51 2.62
C 1.04 -5.20 -0.35
C 2.49 -0.91 -0.81
C -2.78 -1.96 -0.55
H 2.90 -1.26 -1.76
H -4.86 5.66 0.96
H -2.53 3.38 1.47
H 3.83 4.93 -4.32
H 4.14 6.57 0.36
H -0.03 -5.39 2.12
H -5.70 1.80 -0.52
H -3.45 -4.55 0.34
H -0.26 7.67 2.32
H 3.01 -4.19 4.38
H -3.12 -3.83 -2.51
H 1.70 6.87 1.09
H -5.40 -1.10 -2.49
H -0.02 -2.75 1.78
H 1.94 0.01 -1.00
H 0.09 -7.12 1.77
H 1.26 -6.36 2.83
H -1.56 0.44 1.57
H -2.50 7.26 3.23
H -4.99 5.06 4.70
H -3.37 4.35 4.67
H -1.48 -6.31 0.21
H 0.26 -4.19 -2.63
H -5.62 4.26 1.74
H 4.06 -2.72 0.54
H -0.28 3.74 0.59
H 5.22 -7.37 -1.16
H 6.07 6.75 -1.16
H 0.16 4.84 -4.17
H 4.72 -3.74 2.66
H 3.79 -5.32 -2.30
H -3.22 1.29 0.25
H -6.13 1.11 -2.08
H -0.23 4.55 -1.37
H 3.21 -6.92 1.58
H 3.33 -0.66 -0.16
H -4.73 2.18 -1.95
H 1.57 -4.89 -3.58
H 1.78 -3.33 -2.78
H 5.90 5.99 -3.50
H -5.93 5.90 2.35
H 0.55 3.16 -3.77
H 0.65 -3.68 3.94
H -4.68 -3.24 -3.07
H -4.57 -4.08 -1.53
H -4.73 3.48 3.94
H 5.30 -7.16 0.59
H 5.76 -5.83 -0.48
H -0.53 -0.64 0.65
H 1.71 4.15 -4.66
H -1.60 -1.29 1.90
```

(2)
# C40H88O15P2S

A cluster of 11 separate species, C40H88O15P2S in total at a distorted geometry (ωB97M-V/def2-TZVPD, the OMol25 dataset).

Kohn-Sham gap   8.35 eV
HOMO level   -8.15 eV
Max |F|   1.4 eV/Å
2S+1   1

Geometry as XYZ:
```
146
C40H88O15P2S, DFT ωB97M-V/def2-TZVPD
S 0.56 0.28 3.49
P 2.86 -1.94 1.69
P 1.84 0.17 2.02
O 2.83 1.16 -2.69
O -5.12 2.75 -4.64
O -1.16 0.29 -4.46
O 3.20 -11.65 6.32
O 2.97 1.34 2.25
O 6.95 2.88 3.94
O 1.08 0.65 0.65
O 3.03 -4.56 2.49
O 3.94 -6.53 2.04
O -8.12 4.72 -4.82
O 0.54 -3.01 2.63
O 4.67 -9.90 1.20
O -5.09 6.46 -3.05
O -2.51 8.06 -4.20
O -6.13 7.83 0.12
C 1.51 1.10 -3.22
C -8.46 7.22 -0.25
C -1.61 -3.34 1.56
C 2.25 -10.58 6.36
C 5.93 -1.82 2.84
C 1.14 -2.62 1.41
C -3.00 -3.31 1.62
C 3.59 -3.68 1.44
C 7.96 -2.29 1.58
C 4.84 -2.33 3.76
C -5.98 6.98 -4.03
C -1.45 -2.65 3.85
C 2.98 -5.84 2.05
C -0.61 7.65 -2.73
C 0.85 2.47 -3.20
C 1.47 -10.57 7.66
C 4.71 -2.00 -0.57
C 4.43 -9.80 3.62
C 3.66 -1.20 0.21
C 7.04 -0.08 1.59
C 6.93 -2.71 2.41
C -1.37 0.25 -5.87
C -0.83 -3.00 2.65
C -3.62 -2.93 2.81
C -1.09 7.91 -4.15
C -4.51 2.40 -3.40
C -9.67 5.22 -6.63
C -7.42 8.33 -0.20
C 6.02 -0.50 2.43
C 8.02 -0.97 1.16
C -5.53 2.38 -2.27
C 1.64 -6.34 1.59
C -2.83 -2.62 3.91
C 5.02 3.41 5.33
C 5.89 3.81 4.16
C -5.44 6.71 -5.42
C -8.31 4.68 -6.24
C 3.42 -1.85 3.44
C 5.36 -10.03 2.44
C -2.74 0.78 -6.24
H 5.28 3.89 3.25
H 3.60 -10.50 3.60
H 4.56 2.43 5.16
H -4.06 1.41 -3.53
H -8.50 6.70 0.71
H -3.31 -2.33 4.83
H -6.11 8.06 -3.88
H -0.59 0.86 -6.32
H 1.21 -3.48 0.75
H -6.94 6.50 -3.88
H 2.72 -2.46 4.00
H 8.81 -0.66 0.50
H 2.85 -0.96 -0.48
H 0.92 0.38 -2.63
H -5.06 2.10 -1.33
H -3.57 -3.57 0.75
H 2.15 -10.48 8.51
H 2.76 1.48 -1.78
H 1.57 0.72 -4.23
H 2.79 1.68 3.13
H -9.45 7.62 -0.48
H 4.32 -9.00 1.17
H 0.52 -1.88 0.89
H 4.01 -8.79 3.56
H -1.83 -0.26 -4.05
H 0.48 7.53 -2.70
H -5.50 3.63 -4.52
H 5.06 -1.96 4.76
H -1.07 6.75 -2.33
H -4.69 -2.89 2.87
H 5.62 3.33 6.24
H -2.75 8.80 -3.65
H 0.19 0.92 0.90
H -0.84 7.07 -4.79
H -0.62 8.81 -4.55
H 7.08 0.95 1.26
H 6.19 -9.32 2.46
H -1.13 -3.62 0.63
H -7.52 5.29 -6.67
H 4.22 4.13 5.50
H 5.16 -1.34 -1.30
H -6.32 1.67 -2.50
H 2.82 -9.66 6.25
H 4.96 -9.90 4.56
H -5.98 3.37 -2.16
H -7.68 9.05 0.57
H 1.74 -6.69 0.57
H -2.86 1.80 -5.88
H 0.77 -9.74 7.69
H 4.67 -3.76 1.52
H 3.31 -4.09 0.47
H -6.11 7.08 -6.20
H -7.38 8.85 -1.16
H 4.10 -0.25 0.48
H 4.90 -3.41 3.80
H -8.81 4.18 -4.42
H -9.80 6.24 -6.28
H 3.31 -0.84 3.83
H -8.18 3.66 -6.59
H -2.89 0.77 -7.32
H 1.44 3.17 -3.78
H 6.55 2.02 3.77
H 1.37 -7.18 2.21
H -3.53 0.18 -5.77
H 6.36 4.78 4.34
H -10.47 4.62 -6.18
H -1.24 -0.78 -6.23
H -4.47 7.17 -5.54
H 0.92 -11.50 7.79
H 4.27 -2.83 -1.11
H 5.51 -2.39 0.04
H -9.80 5.20 -7.72
H -3.71 3.11 -3.18
H 0.80 2.85 -2.17
H -4.23 6.89 -3.18
H -0.83 -2.41 4.70
H 0.86 -5.59 1.67
H -8.19 6.48 -1.01
H 8.71 -3.01 1.29
H -5.89 7.20 -0.56
H -0.16 2.42 -3.60
H -5.31 5.63 -5.56
H 5.28 0.22 2.75
H 2.70 -12.47 6.40
H 5.77 -11.04 2.47
H 6.90 -3.74 2.73
H -0.87 8.48 -2.07
H 1.57 -10.67 5.51
```

(3)
# C15H25N5O

A structure of composition C15H25N5O at a distorted geometry (ωB97M-V/def2-TZVPD, the OMol25 dataset).

Energy relative to the best compared isomer or geometry (same formula, charge and spin)   1667.1 kJ/mol
Kohn-Sham gap   8.30 eV
HOMO level   -7.85 eV
Max |F|   19.1 eV/Å
2S+1   1

Geometry as XYZ:
```
46
C15H25N5O, DFT ωB97M-V/def2-TZVPD
O -1.47 0.35 1.69
N 0.57 0.29 1.35
N -1.01 -2.68 1.82
N -1.25 1.53 0.99
N -0.91 -1.53 -1.13
N 1.46 -1.57 -0.72
C -0.60 -1.51 2.52
C 0.14 1.42 1.02
C -0.03 -3.13 0.45
C -2.42 -2.62 1.24
C 3.27 -3.04 -0.83
C 0.00 3.76 -0.24
C -0.38 -0.28 1.92
C 0.36 -2.09 -0.33
C -0.79 3.40 -1.54
C 0.65 2.48 0.18
C -1.72 4.46 -1.95
C 1.15 -0.55 -1.72
C 0.09 3.24 -2.64
C -0.30 -0.64 -1.91
C 2.68 -1.91 -0.42
H -1.15 5.50 -1.99
H 1.00 -3.46 1.03
H -0.99 -1.54 3.65
H 1.69 2.08 -0.68
H -2.85 -2.32 2.24
H -2.55 -3.50 0.88
H 4.10 -3.18 -0.47
H -0.43 4.02 0.53
H 1.59 2.96 1.00
H 0.75 2.30 -2.77
H 2.49 -2.14 0.92
H -2.37 -1.85 0.64
H -0.47 -4.06 0.19
H 0.70 -1.71 2.89
H 1.80 -0.06 -1.96
H 3.30 -2.80 -1.99
H 2.57 -3.93 -0.77
H 0.99 4.14 -2.79
H 0.90 4.58 -0.54
H -2.26 4.62 -1.11
H 3.33 -0.88 -0.45
H -0.41 2.97 -3.63
H -2.20 4.27 -2.77
H -1.26 2.41 -1.19
H -0.92 -0.07 -2.52
```

(4)
# C4H6N2O

An isolated molecule of C4H6N2O (ωB97M-V/def2-TZVPD, the OMol25 dataset).

Energy relative to the best compared isomer or geometry (same formula, charge and spin)   290.1 kJ/mol
Kohn-Sham gap   9.29 eV
HOMO level   -8.62 eV
Max |F|   0.9 eV/Å
2S+1   1

Geometry as XYZ:
```
13
C4H6N2O, DFT ωB97M-V/def2-TZVPD
O -0.70 -1.08 -0.20
N 0.00 1.15 -0.09
N -2.29 0.38 -0.68
C 1.40 -0.52 0.78
C 0.71 -1.29 -0.32
C -1.08 0.19 -0.37
C 1.17 0.97 0.55
H 1.04 -0.92 -1.29
H -0.22 2.10 -0.38
H 2.47 -0.76 0.83
H 0.98 -0.80 1.76
H -2.62 1.33 -0.80
H 0.84 -2.37 -0.29
```

(5)
# C2H45FeO23

A structure of composition C2H45FeO23 at a distorted geometry (ωB97M-V/def2-TZVPD, the OMol25 dataset).

Expectation value of S²   6.01
Kohn-Sham gap (alpha / beta)   8.92 / 7.90 eV
HOMO level (alpha / beta)   -11.55 / -10.53 eV
Charge   +1
Max |F|   2.6 eV/Å
2S+1   5

Geometry as XYZ:
```
71
C2H45FeO23, DFT ωB97M-V/def2-TZVPD
Fe -0.20 0.14 0.48
O 0.65 0.63 -4.09
O -1.85 1.77 -3.28
O -0.81 -4.15 -1.74
O -1.44 -4.53 1.05
O 3.84 3.52 0.73
O 3.81 -0.05 -1.09
O 2.41 1.72 3.35
O 1.98 -2.93 1.90
O 1.66 -0.76 0.45
O 2.05 3.40 -2.80
O 2.98 -0.68 -3.74
O 2.30 -0.91 4.05
O -4.62 0.47 -1.98
O -0.85 -0.49 4.96
O 0.44 1.98 -0.17
O -0.97 -0.10 -1.51
O -0.74 -1.85 1.10
O -2.16 -2.39 3.50
O -0.06 0.68 2.51
O -0.40 3.47 -1.48
O -1.17 -1.37 -3.91
O -2.22 0.67 0.87
O -4.23 -1.08 0.05
C 0.01 4.15 0.77
C -0.05 3.11 -0.36
H -2.60 2.13 -3.75
H 0.67 1.25 2.77
H 2.51 -3.44 1.28
H -4.41 -0.51 -0.69
H 3.69 -0.11 -2.04
H -1.67 -1.72 3.97
H 3.24 2.85 1.04
H 2.42 2.16 4.20
H -1.81 -5.40 1.18
H -0.25 -0.48 5.71
H 2.51 0.80 3.56
H -1.23 -4.98 -1.97
H -1.41 -2.05 1.75
H 1.53 -3.59 2.43
H -0.89 -2.14 -4.41
H 4.43 0.67 -0.98
H -4.35 0.19 -2.86
H -2.66 1.50 0.71
H -0.45 0.40 3.34
H 1.86 -1.62 0.83
H -4.18 1.31 -1.85
H -1.25 -4.49 0.12
H 4.11 3.21 -0.14
H 2.27 -0.04 -3.81
H 0.37 3.76 1.72
H -0.42 -0.77 -3.94
H 1.63 -1.25 4.65
H 1.01 1.27 -4.70
H -2.91 0.01 0.80
H -0.32 -2.69 0.91
H -1.02 4.49 0.91
H -4.00 -1.92 -0.34
H 2.49 -0.47 0.07
H -1.64 -0.06 5.28
H -2.93 -2.55 4.05
H 1.29 3.29 -2.23
H 0.54 5.06 0.52
H -1.45 2.52 -2.84
H 2.42 -1.60 3.40
H 1.68 3.67 -3.64
H -1.20 0.72 -1.97
H 3.64 -0.38 -4.35
H -1.12 -0.78 -2.16
H -0.54 -3.78 -2.58
H 0.02 1.13 -3.57
```